Entry 1:
ORCA calculation (ωB97M-V/def2-TZVPD) on a cluster of 5 separate species, C30H56F3N5O10P in total at a distorted geometry.

```
105
Properties=species:S:1:pos:R:3:forces:R:3
C 6.3581 -1.2663 2.5071 -0.525 0.186 -0.424
C 5.5074 -0.4171 3.3799 0.234 1.621 1.292
O 6.0074 0.5057 4.0070 -0.738 -1.469 -0.501
N 4.1333 -0.7358 3.6232 0.120 -0.087 -0.012
C 3.8410 -0.8387 5.0546 0.106 0.235 -0.336
C 3.3272 -1.5002 2.7277 0.150 -0.101 0.544
C 3.3971 -3.0057 3.0748 0.114 0.680 -0.095
F 2.5755 -3.2523 4.0893 -0.053 -0.609 0.868
F 3.1041 -3.7967 2.0683 0.073 -0.663 -0.409
F 4.6400 -3.2664 3.4700 0.228 -0.535 0.193
C 3.5008 -1.2131 1.2703 -0.085 1.089 -1.099
C 2.7319 0.0959 0.9098 0.115 -1.700 -0.993
C 3.5788 1.3123 0.6528 0.785 0.397 0.564
N 4.6433 1.4569 1.6211 -0.122 0.064 -0.203
N 2.0010 -0.1738 -0.3563 -1.736 1.704 -0.199
C 1.3006 0.7400 -0.8318 -0.190 0.792 -1.172
O 0.6768 1.5857 -1.3931 1.479 -2.345 1.574
C 1.8912 0.2933 2.1227 0.279 0.395 1.059
C 0.6330 1.0829 2.0964 0.104 -0.635 -0.404
C 0.3472 1.8470 3.3264 -0.843 0.726 0.307
N -0.6650 2.5986 3.3174 0.005 -0.158 0.126
N 1.8737 -1.0278 2.8894 -1.544 1.083 -0.583
P 0.5414 -2.2017 2.5153 0.971 -1.986 -0.398
C -0.1795 -2.2640 0.8757 -0.138 1.286 -0.062
C -0.3767 -2.7222 3.9851 0.039 0.804 -0.306
H 6.8720 -0.6227 1.8355 0.736 0.564 -0.472
H 7.0637 -1.7893 3.1101 0.612 -0.246 0.584
H 5.8434 -1.9861 1.9219 -0.342 -0.661 -0.291
H 4.0250 0.1019 5.5100 0.205 0.861 0.391
H 2.8190 -1.0981 5.2384 -0.587 -0.215 0.098
H 4.4578 -1.5691 5.5390 0.337 -0.566 0.276
H 4.4944 -1.2041 0.8763 0.545 0.099 0.117
H 2.9943 -1.9708 0.7221 -0.459 -0.786 -0.361
H 3.9388 1.2910 -0.3517 0.286 -0.208 -0.812
H 2.9415 2.1711 0.7137 -0.581 0.663 -0.060
H 5.5429 1.3017 1.2012 0.287 -0.086 -0.103
H 4.6766 2.3895 1.9946 0.025 0.198 0.285
H 2.5600 0.8813 2.7257 0.574 0.236 0.582
H 0.7671 1.8199 1.3327 -0.047 0.602 -0.702
H -0.2389 0.5237 1.8277 -0.567 -0.486 -0.296
H 1.0296 1.7810 4.1631 0.393 -0.078 0.442
H -0.7720 3.1088 4.1853 -0.022 0.144 0.232
H 1.6518 -0.7237 3.8319 0.367 -0.269 0.482
H -0.6266 -1.3857 0.4558 -0.420 0.624 -0.047
H 0.5509 -2.6045 0.1866 0.792 -0.364 -0.549
H -0.9208 -3.0334 0.9200 -0.633 -0.700 0.330
H -0.1860 -2.1103 4.8393 0.041 0.590 0.604
H -1.4215 -2.7056 3.7755 -0.864 0.186 -0.140
H -0.0986 -3.7170 4.2264 0.387 -0.886 0.139
O -0.4769 8.3979 -0.5599 0.149 0.273 -0.065
C -1.0295 7.3423 -0.4618 -0.046 -0.248 -0.193
O -0.8478 6.6297 0.6731 0.018 0.006 0.183
C -1.6285 5.4705 0.9680 -0.112 -0.129 0.113
C -1.0701 4.2204 0.3312 0.162 -0.084 -0.174
C -1.8577 6.7379 -1.5706 -0.323 0.159 0.194
H -2.6727 5.6209 0.6970 0.000 -0.014 -0.044
H -1.5882 5.3852 2.0523 0.021 0.008 0.045
H -1.0868 4.2826 -0.7566 -0.069 -0.013 0.002
H -1.6530 3.3524 0.6369 -0.032 0.003 0.018
H -0.0311 4.0771 0.6393 0.008 0.008 0.052
H -1.1925 6.2250 -2.2636 0.042 -0.015 -0.016
H -2.3559 7.5448 -2.0995 0.130 0.088 -0.087
H -2.6190 6.0448 -1.2267 0.094 -0.064 -0.101
O -4.1340 4.3724 -1.2565 0.119 0.281 -0.053
C -4.6578 3.3047 -1.1079 -0.042 -0.293 -0.189
O -4.4141 2.6375 0.0350 -0.001 0.035 0.161
C -5.1081 1.4386 0.3905 -0.041 -0.227 0.049
C -4.4637 0.2051 -0.2074 0.040 0.100 -0.108
C -5.5020 2.6681 -2.1867 -0.256 0.095 0.204
H -6.1643 1.5174 0.1342 0.002 -0.004 -0.036
H -5.0496 1.4031 1.4757 0.020 0.043 0.057
H -4.4923 0.2214 -1.2962 -0.040 -0.032 -0.026
H -4.9751 -0.6941 0.1340 -0.014 -0.018 0.024
H -3.4173 0.1480 0.0934 0.024 -0.013 0.050
H -4.8421 2.1529 -2.8825 0.035 -0.045 -0.025
H -6.0188 3.4599 -2.7198 0.096 0.072 -0.073
H -6.2466 1.9670 -1.8195 0.086 -0.067 -0.024
O -3.0300 -5.1289 0.5842 -0.165 0.139 0.264
C -2.6078 -5.6930 -0.3869 -0.129 0.016 -0.186
O -1.3639 -5.3762 -0.7865 0.391 0.084 -0.009
C -0.6508 -6.0875 -1.8070 0.025 -0.146 -0.130
C -0.9754 -5.5904 -3.1961 -0.144 0.023 0.005
C -3.4368 -6.6601 -1.1948 0.194 -0.229 0.160
H -0.8145 -7.1604 -1.7034 -0.042 -0.003 -0.002
H 0.3978 -5.9057 -1.5805 0.024 0.017 0.056
H -2.0236 -5.7427 -3.4464 -0.034 -0.077 -0.021
H -0.3677 -6.1132 -3.9347 0.013 0.001 0.011
H -0.7787 -4.5245 -3.2699 0.070 0.124 -0.029
H -4.0405 -6.0903 -1.8988 -0.018 0.034 -0.037
H -4.0986 -7.1867 -0.5142 -0.100 0.091 0.036
H -2.8564 -7.3985 -1.7418 0.012 0.083 -0.069
O -2.4449 -0.9936 -4.2354 -0.268 -0.242 0.244
C -1.5961 -0.2865 -4.6978 0.340 -0.006 0.031
O -1.7810 0.2259 -5.9200 -0.141 0.108 -0.112
C -0.9165 1.2148 -6.4886 0.178 0.115 -0.120
C 0.2862 0.6004 -7.1728 -0.028 -0.127 0.089
C -0.3013 -0.0211 -3.9582 -0.059 0.311 -0.051
H -0.6338 1.9525 -5.7366 0.012 -0.024 0.017
H -1.5371 1.7298 -7.2167 -0.069 -0.001 -0.030
H 0.9201 0.0613 -6.4686 0.031 0.046 0.029
H 0.8857 1.3746 -7.6497 -0.003 0.030 -0.017
H -0.0382 -0.1080 -7.9332 -0.017 0.015 -0.054
H 0.3894 -0.8383 -4.1652 0.010 -0.009 -0.021
H -0.5192 0.0046 -2.8971 -0.115 -0.187 0.034
H 0.1749 0.9226 -4.2123 0.065 -0.078 -0.086
```
Forces are in eV/Å.

Orbital gap, eV: 8.49
HOMO level, eV: -11.0
E_LUMO, eV: -2.6
Max |F|, eV/Å: 3.2
Charge: +1

Atom charges from the Löwdin analysis, given in e for atoms 1 to 8: 0.020 -0.455 0.092 -0.024 0.003 -0.307 -0.619 0.134

***

Entry 2:
ORCA calculation (ωB97M-V/def2-TZVPD) on a structure of composition C39H92CdNO17 at a distorted geometry.

```
150
Properties=species:S:1:pos:R:3:forces:R:3
Cd -8.0149 -2.3611 -3.2452 -3.014 -0.266 3.849
C -9.5174 1.2360 -1.1847 1.471 -0.346 -0.749
C -7.9584 1.4248 -1.0536 -0.701 0.922 0.886
C -7.8272 2.1949 0.3656 1.100 -1.189 -0.317
C -6.3827 2.2108 0.8618 0.546 -1.196 -0.737
C -5.7943 0.7702 0.8195 -1.071 0.777 0.753
C -5.9076 -0.0215 -0.4882 0.453 3.903 -0.970
N -7.2658 0.1169 -1.0032 -1.608 -0.015 -0.554
O -7.4647 -0.5211 -2.2782 1.140 1.316 0.756
C -5.6861 -1.3858 -0.0927 -0.037 -4.180 -0.036
C -4.7670 0.6054 -1.4158 -0.924 -0.699 0.230
C -7.5364 2.4309 -2.1671 0.768 -0.458 0.297
H -9.8467 0.4805 -0.4714 -0.161 0.186 0.031
H -9.7534 0.9102 -2.1978 0.031 -0.332 0.075
H -9.9926 2.2124 -1.0895 -0.113 -0.013 0.442
H -8.3772 1.6400 1.1256 -0.408 -0.174 -0.160
H -8.1960 3.2206 0.3713 -0.321 -0.023 -0.505
H -6.2723 2.5184 1.9016 -0.197 0.425 0.001
H -5.8003 2.8683 0.2164 0.233 0.224 0.068
H -6.3532 0.2041 1.5647 -0.245 -0.120 0.188
H -4.7760 0.7673 1.2082 0.278 0.011 -0.325
H -5.4377 -2.1245 -0.8548 0.519 0.328 -0.609
H -6.6191 -1.8752 0.1868 -0.348 0.454 0.484
H -4.9953 -1.5838 0.7269 0.282 0.473 0.055
H -4.6935 1.6795 -1.2454 0.243 -0.096 0.197
H -4.9755 0.4935 -2.4798 -0.152 -0.325 -0.029
H -3.8414 0.0867 -1.1661 0.292 0.241 -0.064
H -8.0533 3.3593 -1.9246 0.258 0.257 -0.385
H -7.6523 2.1637 -3.2175 -1.008 -0.499 0.104
H -6.4529 2.5475 -2.1920 0.179 0.540 0.658
C -10.9468 -3.6267 -0.4130 0.167 -2.270 2.725
C -9.8469 -3.4309 -1.1997 -1.933 1.286 -0.319
C -8.5479 -4.1103 -0.9701 1.729 -1.048 0.749
O -7.4833 -4.0014 -1.6908 -0.518 1.753 -2.472
C -8.3588 -4.9285 0.0826 -2.373 -1.066 2.464
C -9.4880 -5.2877 0.9773 0.317 -1.244 -0.309
C -10.9154 -4.6700 0.7032 1.527 1.297 -2.080
O -11.8165 -5.1771 1.3145 -1.149 0.468 0.134
O -9.4925 -6.1898 1.8220 0.823 1.018 -0.637
O -10.0126 -2.5753 -2.1583 1.678 -0.030 -1.355
H -11.8502 -3.0634 -0.5944 -0.078 -0.073 -0.161
H -7.4089 -5.4366 0.1599 0.002 -0.062 0.247
C -6.6679 3.3217 -6.0946 0.639 -0.588 -0.837
C -6.1309 1.9211 -5.7779 1.734 0.603 2.162
O -7.0406 0.8717 -5.9041 -0.531 -0.030 -0.851
H -5.9082 4.1025 -6.0597 0.264 -0.195 0.551
H -7.5292 3.6467 -5.5109 0.013 -0.327 -0.057
H -6.8654 3.3053 -7.1665 -0.732 0.121 -0.152
H -5.7357 1.8094 -4.7682 -0.766 0.518 0.701
H -5.1649 1.6634 -6.2121 -0.130 0.298 -1.428
H -7.3794 0.9346 -6.8002 -0.334 -0.309 -0.190
C -5.2308 6.7659 1.4670 -1.655 0.339 -0.475
C -4.8658 5.6053 2.3538 -2.954 0.440 -1.540
O -3.8152 5.9756 3.0989 3.236 -0.677 1.748
H -4.3846 7.0857 0.8589 -0.223 -0.050 -0.132
H -5.6807 7.6201 1.9731 0.762 0.316 0.794
H -6.1367 6.5403 0.9043 0.324 -0.550 -0.920
H -4.7569 4.7373 1.7036 1.311 -0.116 0.119
H -5.7364 5.2592 2.9110 -0.286 0.316 0.610
H -3.9735 6.6895 3.7209 -0.510 -0.069 -0.243
C -2.6021 0.8744 3.5607 -0.356 0.920 0.206
C -2.9588 -0.3873 4.2651 1.287 -1.065 -0.704
O -1.9731 -1.3862 3.8506 -0.702 0.470 0.902
H -3.2492 1.6747 3.9195 -0.177 0.227 -0.250
H -2.6861 0.7916 2.4771 0.095 0.074 -0.033
H -1.5943 1.1472 3.8736 0.127 -0.013 -0.336
H -3.9406 -0.7876 4.0126 -0.238 0.287 0.319
H -2.8246 -0.1831 5.3274 -0.229 -0.618 0.093
H -2.1233 -1.5046 2.9098 0.241 -0.349 -0.228
C -3.6043 -4.9474 2.1481 0.074 0.030 -2.713
C -3.5575 -4.4237 0.5925 0.412 0.251 2.629
O -3.0558 -5.4847 -0.1721 -0.066 -1.152 -0.695
H -2.5970 -5.1490 2.5126 -0.043 0.221 0.042
H -4.0809 -5.9060 1.9433 -0.140 -0.145 0.621
H -4.1999 -4.3703 2.8554 0.140 0.184 -0.280
H -2.8125 -3.6473 0.4183 -0.502 0.689 0.561
H -4.5702 -4.1204 0.3268 0.058 0.013 -0.222
H -3.5581 -5.5518 -0.9875 -0.071 -0.088 0.034
C -10.4537 5.7747 -2.9619 -0.649 -0.415 1.404
C -9.8221 6.5644 -1.7905 -1.839 0.069 0.175
O -8.4707 6.6257 -1.9104 2.972 0.231 -0.998
H -10.0423 5.9871 -3.9487 0.116 0.124 0.265
H -11.5331 5.9261 -2.9557 -0.098 0.620 -0.232
H -10.4627 4.7055 -2.7499 0.788 -0.206 -0.203
H -9.9705 6.1625 -0.7883 -1.036 -0.682 -0.080
H -10.2549 7.5631 -1.7317 -0.184 0.282 -0.326
H -8.1182 7.4027 -1.4703 -0.042 -0.075 0.021
C -2.3432 3.4776 -1.0270 0.487 0.249 -0.621
C -1.5566 4.7139 -1.4564 -1.498 0.289 1.302
O -0.2656 4.7481 -0.9656 2.100 -0.086 -0.667
H -1.8988 3.0654 -0.1211 -0.288 0.126 0.258
H -2.2790 2.6851 -1.7725 -0.408 -0.020 0.007
H -3.3462 3.8687 -0.8561 -0.261 -0.845 0.034
H -2.0810 5.5389 -0.9742 -0.283 0.475 -0.256
H -1.6100 4.8947 -2.5299 0.529 -0.159 0.014
H -0.2149 4.5362 -0.0307 -0.409 -0.030 -0.035
C -0.0564 -0.3376 0.5942 0.461 1.598 -1.737
C -0.8921 -1.4679 0.1275 -0.374 -0.537 0.051
O -0.7913 -2.3768 1.1671 -0.263 -2.105 1.639
H 0.9958 -0.5395 0.3938 0.148 -0.315 0.738
H -0.2991 -0.0781 1.6246 0.259 -0.077 -0.119
H -0.2094 0.5134 -0.0695 -0.318 0.517 0.159
H -0.6045 -1.9667 -0.7981 0.189 0.495 -0.339
H -1.9567 -1.2433 0.0618 -0.101 0.431 -0.271
H -0.2509 -3.1448 0.9675 -0.081 0.084 -0.133
C -8.0811 -2.5674 2.8572 -0.921 1.366 -0.330
C -9.2932 -1.5320 2.8289 2.258 -1.454 -0.949
O -10.3541 -2.2809 3.3429 -0.711 0.581 0.945
H -7.1752 -2.0477 2.5449 0.123 -0.182 -0.218
H -8.2743 -3.4474 2.2438 0.041 0.274 -0.106
H -7.9325 -2.9101 3.8812 -0.166 0.139 0.102
H -9.5582 -1.1270 1.8523 0.212 -0.582 -0.639
H -8.9205 -0.6225 3.3000 -0.510 0.031 1.270
H -11.0103 -1.6833 3.7087 -0.246 -0.072 -0.037
C -12.0247 4.1387 0.4495 1.114 -0.401 0.755
C -11.8227 4.6050 1.9191 0.190 -0.079 -1.478
O -12.8126 5.5575 2.2567 -0.278 -0.481 0.824
H -11.9919 4.8436 -0.3812 -0.118 0.589 0.525
H -12.9501 3.5674 0.3760 0.046 -0.032 0.025
H -11.1749 3.4810 0.2671 -0.125 -0.451 -0.236
H -10.8475 5.0026 2.2004 0.219 0.313 -0.708
H -11.8638 3.7020 2.5281 -0.436 -0.114 0.171
H -13.3932 5.0110 2.7914 -0.623 0.641 0.124
C -10.5643 -0.5849 -6.0338 -1.138 -0.584 -0.572
C -9.8573 -0.2115 -4.7404 -2.301 0.589 -0.775
O -8.6705 -0.8743 -4.7646 1.663 -1.482 -0.014
H -9.9997 -0.4801 -6.9603 0.378 0.607 0.141
H -11.5556 -0.1608 -6.1937 0.051 0.547 0.182
H -10.7933 -1.6505 -6.0476 0.190 -0.277 0.418
H -10.4638 -0.5680 -3.9078 0.114 -0.151 0.175
H -9.7800 0.8663 -4.5976 0.422 0.128 -0.149
H -7.9148 -0.3435 -5.0267 0.194 0.735 0.076
C -12.9529 1.6137 -2.4256 -0.497 -0.426 1.738
C -12.9037 0.3776 -1.4401 1.029 0.895 -1.801
O -14.1559 0.0078 -0.8445 1.077 0.427 -0.528
H -11.9948 1.7243 -2.9333 -0.035 -0.310 -0.083
H -13.1151 2.5525 -1.8960 -0.218 0.087 0.038
H -13.7677 1.4619 -3.1336 0.110 0.015 -0.106
H -12.0884 0.4393 -0.7192 -0.328 0.645 0.460
H -12.4466 -0.3361 -2.1255 -0.711 -1.138 0.081
H -13.8647 -0.5382 -0.1106 -0.415 -0.247 0.179
C -4.0613 -3.5152 -3.8487 0.263 -0.045 0.589
C -4.9184 -2.2312 -3.8472 1.618 -1.203 -0.653
O -6.2584 -2.4769 -4.2026 1.459 -0.300 -1.534
H -4.0191 -3.9736 -2.8606 -0.029 0.172 0.144
H -3.0492 -3.2216 -4.1268 0.131 -0.108 0.090
H -4.3398 -4.3494 -4.4927 -0.415 0.380 -0.442
H -4.4990 -1.6064 -4.6357 0.003 0.558 0.306
H -4.8220 -1.7918 -2.8543 -0.641 0.308 -0.370
H -6.2991 -2.8699 -5.0776 0.291 -0.073 -0.103
```
Forces are in eV/Å.

Orbital gap, eV: 5.49
HOMO level, eV: -4.0
E_LUMO, eV: 1.5
Relative energy (zero: lowest compared OMol25 entry of this formula, charge and spin), kcal/mol: 0.0
Max |F|, eV/Å: 4.9
Charge: -1

Atom charges from the Löwdin analysis, given in e for atoms 1 to 8: 1.413 -0.037 -0.428 -0.125 -0.181 -0.139 -0.522 -0.129

***

Entry 3:
ORCA calculation (ωB97M-V/def2-TZVPD) on a structure of composition C9H6FN2O2 at a distorted geometry.

```
20
Properties=species:S:1:pos:R:3:forces:R:3
C -2.2867 0.1427 -0.5197 -2.275 -0.825 0.066
C -1.5488 1.2276 -0.1885 -2.039 0.776 0.286
C -1.7074 -1.0167 -1.0607 -4.074 -1.039 -0.014
C -0.2085 1.0649 -0.3796 4.833 1.388 -0.550
C 0.3084 -0.1095 -0.9679 -0.528 0.474 1.400
C 2.1731 -1.0570 -0.0965 -1.786 -0.264 -0.536
C 0.2249 -1.9510 1.2266 -1.031 0.941 -0.321
C 0.8031 2.1628 0.0326 -3.802 -1.080 1.370
C 1.4803 -1.8108 0.9569 2.093 0.747 -1.254
N -0.4326 -1.1149 -1.3240 1.914 -1.212 -0.328
N 1.6522 -0.3165 -0.9863 2.026 0.307 -0.433
O 2.0175 2.0301 0.0000 1.796 -0.125 -0.505
O -0.8483 -2.0213 1.6324 -1.227 -0.621 0.197
F 0.3330 2.4620 1.7111 0.304 -0.018 -1.026
H -3.3857 0.1661 -0.3399 0.856 -0.126 -0.210
H -1.9824 2.1420 0.2054 0.121 -0.212 0.041
H -2.3191 -1.9562 -1.2438 0.576 1.402 0.163
H 3.2239 -1.1729 -0.1527 1.094 -0.174 0.234
H 0.3800 3.1353 -0.2622 0.193 0.352 0.051
H 2.1232 -2.0066 1.7569 0.954 -0.691 1.367
```
Forces are in eV/Å.

Spin multiplicity: 3
Orbital gap (spin up / spin down), eV: 4.11 / 5.78
HOMO level (spin up / spin down), eV: -0.4 / -4.6
E_LUMO (spin up / spin down), eV: 3.7 / 1.2
Max |F|, eV/Å: 5.1
Charge: -1

Atom charges from the Löwdin analysis, given in e for atoms 1 to 8: -0.137 -0.117 -0.252 -0.144 -0.384 -0.140 -0.220 -0.321